19
Properties=species:S:1:pos:R:3:forces:R:3:nbo_charge:R:1 method="wB97M-V/def2-TZVPD" smiles="CC(=O)c1ccccc1C=O" e_lumo_ha=-0.0150 e_homo_ev=-9.684 e_above_lowest_kj_mol=148.7 charge=0
O -1.9803 2.9490 -0.1516 2.83 -1.80 0.49 -0.54
C 1.6619 0.6809 -0.2392 -0.79 2.46 1.61 0.57
H 3.8166 0.3255 0.3350 -2.39 -0.99 -0.14 0.25
C -2.1056 0.1842 0.1006 1.92 -0.98 -0.45 -0.15
H 1.0178 -1.9418 -0.4810 -0.21 -0.44 0.37 0.22
C -0.8908 0.8245 0.0018 1.94 -0.60 0.50 -0.12
H 2.8388 -1.1120 -0.4484 0.09 1.40 1.36 0.23
H 2.3480 -0.5381 1.2561 1.00 0.18 -1.06 0.25
C 2.7580 -0.1926 0.2547 2.13 -0.91 -0.38 -0.72
H -0.0165 3.0216 0.3071 -0.66 -1.39 -0.17 0.19
H -1.1589 -3.0243 -0.3417 -0.50 0.02 -0.12 0.22
C -2.2694 -1.1780 -0.0363 -0.43 -0.98 -0.07 -0.20
C 0.2919 -0.0255 -0.0678 -0.70 3.14 -1.46 -0.11
H -2.9074 0.7525 0.2847 -3.01 2.18 0.45 0.22
C -1.1542 -1.9473 -0.2268 1.65 -0.66 0.28 -0.18
C 0.1386 -1.3803 -0.1981 -0.64 0.08 -0.65 -0.21
O 1.7703 1.9177 -0.3896 -0.17 -3.35 -0.38 -0.54
C -0.8947 2.3492 0.0636 -2.76 2.07 -0.27 0.39
H -3.2642 -1.6653 -0.0232 0.69 0.58 0.08 0.23

20
Properties=species:S:1:pos:R:3:forces:R:3:nbo_charge:R:1 method="wB97M-V/def2-TZVPD" e_lumo_ha=0.0127 e_homo_ev=-8.513 e_above_lowest_kj_mol=383.0 charge=0
C -0.5927 0.6233 0.3005 -0.08 0.16 1.63 -0.22
H -0.6030 0.9559 -1.8726 -0.81 -1.41 1.87 0.22
O 1.6771 -1.3317 -0.8648 -0.09 0.06 -0.77 -0.73
C 2.1341 -0.2861 -0.1015 -2.27 3.72 -0.22 0.11
H -4.1848 -0.6407 -0.0969 -0.28 -0.96 0.02 0.22
C -2.4322 -0.0216 -1.0690 1.70 -1.02 0.65 -0.21
O 1.1103 2.0798 1.2273 -0.05 0.24 -0.13 -0.49
O 4.5010 -0.5096 -0.2717 0.08 -0.88 -2.03 -0.67
C -1.2972 0.1533 1.4158 0.07 1.05 2.75 -0.16
H -3.0784 -0.8743 2.0424 -0.93 -0.21 2.04 0.22
H 1.2724 -1.0828 -1.7505 0.81 0.05 1.81 0.49
C -3.1323 -0.4787 0.0341 -0.13 1.73 -0.27 -0.19
H -2.7157 -0.3773 -2.0184 -0.86 0.46 -1.26 0.21
H -0.8835 0.3673 2.4923 -0.56 -0.72 -2.28 0.23
C -1.1161 0.4585 -0.9374 -0.38 1.45 -3.01 -0.18
C 3.3820 0.1808 0.0467 -1.58 -3.28 -0.81 0.04
C 0.7335 1.1839 0.5688 2.65 -3.13 -0.89 0.65
H 3.5768 1.0042 0.6014 0.34 2.50 1.69 0.19
C -2.5980 -0.3291 1.3071 1.75 -0.34 -2.05 -0.21
H 4.2468 -1.0752 -1.0536 0.61 0.50 1.26 0.48

18
Properties=species:S:1:pos:R:3:forces:R:3:nbo_charge:R:1 method="wB97M-V/def2-TZVPD" e_lumo_ha="-0.0607 / -0.0628" e_homo_ev="-8.299 / -8.266" e_above_lowest_kj_mol=715.4 charge=0
C 1.1794 0.3456 -0.7535 -0.69 -0.07 2.00 -0.28
H -2.1670 0.0462 -0.5310 1.56 0.29 1.15 0.27
C 2.3850 -0.2328 -2.4238 -3.27 0.44 -3.21 -0.51
C 1.6199 1.0075 -1.8809 0.30 0.34 0.33 0.08
H -0.2519 -1.6348 0.2958 -0.74 1.17 1.33 0.28
H -2.4534 -0.8278 0.9056 0.41 1.80 0.10 0.25
C -1.9280 1.2596 1.1932 -1.99 2.15 1.10 -0.05
H -2.6083 3.2866 1.9061 -0.11 -0.41 0.22 0.24
C -0.4207 -0.6350 0.9069 1.34 -0.90 -1.30 -0.49
H 2.1946 -0.3267 -3.5910 0.99 -0.11 2.45 0.23
H 1.3974 0.7432 1.2652 -1.05 -1.20 -0.38 0.23
H 3.3547 -0.3206 -2.0878 2.04 -0.30 0.65 0.24
S 0.2865 -2.0981 -1.9448 0.17 0.51 0.40 -0.01
C -1.7673 0.0365 0.5477 -1.11 -4.62 -1.73 -0.49
H -0.3771 -0.6539 1.9837 -0.38 -0.96 0.40 0.23
C -2.4085 2.2589 1.6713 0.93 0.38 -0.37 -0.19
C 1.2747 -0.8178 -1.6117 -0.03 -1.90 -2.13 -0.07
C 0.7653 0.1228 0.5503 1.62 3.40 -1.00 0.04

41
Properties=species:S:1:pos:R:3:forces:R:3:nbo_charge:R:1 method="wB97M-V/def2-TZVPD" e_lumo_ha=0.0213 e_homo_ev=-2.540 charge=-1
H 5.8203 -6.9558 -0.8169 -0.26 0.46 -0.10 0.22
C -2.6366 5.8624 4.8347 0.18 -0.19 0.02 -0.49
Br -4.2211 4.8824 5.3943 0.41 0.36 -0.09 0.08
H -1.7764 5.2093 5.0150 -0.39 0.28 -0.09 0.23
Br -8.2722 3.6051 6.0112 0.31 -0.33 -0.19 0.09
Br -0.7479 3.9708 -2.7794 0.33 -0.10 0.11 0.06
C -3.4743 0.7090 3.8494 -0.05 0.11 0.18 -0.50
Br -2.8663 -2.1630 -0.2136 0.14 0.47 -0.02 0.08
H 0.7911 3.2936 -0.9356 0.01 0.01 -0.49 0.22
Br -2.6630 6.2541 2.9294 -0.04 -0.09 0.50 0.09
Br 0.9698 1.2725 -2.3884 0.35 0.86 -0.57 0.14
Br -2.5645 2.1886 2.9735 -0.19 -0.39 0.10 0.08
Br -2.2241 -0.4776 4.7511 -0.32 0.30 -0.29 0.09
Br 7.8787 -2.6078 -5.5844 -0.10 -0.04 -0.11 0.00
N 2.8105 -1.8526 -3.8902 -6.79 -0.97 5.75 -0.58
C 5.2822 -6.0329 -1.0571 0.09 -0.18 -0.05 -0.49
H -4.1182 1.1419 4.6221 0.35 -0.18 -0.44 0.23
Br -2.3642 7.4672 5.8998 -0.11 -0.36 -0.27 0.08
H 6.0022 -3.9957 -6.4674 0.20 0.43 -0.04 0.20
Br 6.0137 -5.3687 -2.7328 -0.03 -0.24 0.47 0.11
C 3.8274 -2.5325 -2.9870 1.01 0.47 0.12 -0.64
H 4.1504 -3.5827 -3.3902 -1.70 1.86 1.59 0.18
Br -2.9027 0.6791 -1.7320 0.15 -0.26 0.36 0.08
C -2.3355 -0.2928 -0.1452 0.10 0.06 0.20 -0.49
C 1.5623 -2.0710 -3.2933 2.57 -1.25 -3.17 0.21
H 4.7889 -1.8594 -3.0644 -2.23 -1.31 1.16 0.17
C 0.8601 3.1800 -2.0225 0.03 -0.41 0.26 -0.49
Br 2.4656 4.1197 -2.5912 -0.36 -0.15 0.09 0.07
C 6.1103 -2.9142 -6.3350 -0.43 0.02 -0.53 -0.54
C -7.3147 2.1660 5.1188 -0.23 -0.11 -0.24 -0.49
Br -0.4284 -0.0931 0.1828 -0.85 -0.39 0.40 0.10
Br 3.4009 -6.4990 -1.2228 0.46 0.19 0.03 0.09
H -8.0560 1.4048 4.8539 0.36 0.33 0.15 0.23
Br 4.7004 -2.3469 -5.1207 3.28 -0.98 -3.70 0.22
H -2.8553 0.1562 0.7075 0.25 -0.21 -0.47 0.22
Br 5.5947 -4.7947 0.4104 -0.10 -0.27 -0.38 0.08
Br -4.6323 -0.2578 2.6211 0.33 0.09 0.36 0.09
Br -6.4950 2.7624 3.4585 -0.31 -0.08 0.49 0.11
Br 5.9202 -2.1047 -8.0935 0.32 0.02 -0.60 -0.03
Br -6.0234 1.3149 6.2988 -0.38 0.25 -0.10 0.09
S 0.0224 -2.8373 -3.0685 3.66 1.93 -0.36 -0.18

23
Properties=species:S:1:pos:R:3:forces:R:3:nbo_charge:R:1 method="wB97M-V/def2-TZVPD" e_lumo_ha="-0.0222 / 0.0160" e_homo_ev="-6.936 / -7.156" e_above_lowest_kj_mol=345.7 charge=0
C -2.5559 1.5505 0.0311 1.47 1.29 -0.97 -0.23
C -1.3209 1.9452 -0.4389 0.45 -3.70 0.01 -0.18
H -3.1014 2.4059 0.3070 -1.65 0.27 0.53 0.21
C 2.4743 -0.7900 -0.9224 1.61 0.97 2.77 0.78
H 0.6086 1.0551 -1.1973 -0.68 0.91 0.27 0.21
C -2.0691 -0.7668 -0.3184 1.21 0.29 0.19 0.00
H -3.9049 0.0728 0.2269 -2.94 -1.08 0.88 0.22
H -1.1857 2.9522 -0.4709 1.15 2.61 -0.31 0.21
N 1.4195 -1.3286 -1.5037 -2.08 -1.39 -0.65 -0.61
H 2.2604 -0.6386 3.0215 -0.20 -0.26 -0.16 0.48
H 1.6528 -2.0183 -2.1973 0.39 0.21 -0.40 0.42
C -0.7024 -0.4543 -0.6855 -2.89 1.43 0.17 -0.13
O 3.5517 -0.6612 -1.4404 0.68 0.02 -0.68 -0.62
C 1.3045 -0.4529 1.3378 1.18 -1.41 0.29 0.31
C -0.4160 0.9453 -0.7964 1.05 -0.87 -0.42 -0.24
H 3.3494 -0.8042 0.7509 0.28 0.20 1.34 0.42
H -0.4319 -2.4871 -1.0801 1.90 1.36 0.00 0.23
N 2.4260 -0.4907 0.5219 -1.86 0.33 -2.34 -0.67
H 0.4723 0.2286 1.3475 0.06 0.43 -1.13 0.19
Cl -2.5646 -2.4393 -0.0474 -0.05 0.65 -0.27 -0.01
C -2.9404 0.2509 -0.0129 1.46 -0.59 -0.06 -0.23
C 0.1566 -1.5009 -0.9754 -1.11 -1.62 0.53 -0.05
O 1.4448 -0.9565 2.5946 0.58 -0.03 0.43 -0.70

33
Properties=species:S:1:pos:R:3:forces:R:3:nbo_charge:R:1 method="wB97M-V/def2-TZVPD" e_lumo_ha=-0.0842 e_homo_ev=-10.372 charge=0
O -0.9666 -1.9326 0.9024 3.84 6.88 -4.55 -0.45
C 1.0550 -1.0180 -0.3523 0.28 -0.24 -2.81 0.57
H -0.9217 -0.5993 -2.6654 -1.70 1.44 0.14 0.21
O -1.4129 2.7732 -1.1063 1.22 -2.04 -0.04 -0.67
C -2.5954 0.1103 -1.1567 0.33 -1.26 0.23 -0.43
H 0.1154 3.7217 1.8529 -0.59 -1.15 -0.26 -0.02
H -3.5116 0.8505 -1.1115 2.22 -1.24 -0.11 0.28
C 2.3748 -3.1761 1.9124 -4.49 -5.41 2.57 0.69
F 3.4051 -1.1167 2.9141 -3.59 -1.18 -2.51 -0.32
F 1.0253 -1.1948 3.0032 3.89 -1.19 -3.58 -0.30
O -2.3943 3.5453 1.5664 4.15 -2.13 0.22 -1.04
C 2.1963 -1.5479 2.1157 1.63 0.73 2.71 0.57
F 3.5653 -0.8183 0.0021 -4.31 0.05 2.57 -0.31
P -0.9989 2.8006 1.5974 -4.74 2.38 -0.88 1.37
O 3.4028 -3.7810 1.0050 -3.31 2.85 1.32 -0.67
F 1.1378 -2.4241 -0.9011 0.28 4.24 2.06 -0.33
H -2.1315 0.4665 1.0450 1.55 -0.52 -2.10 0.28
F 2.2181 0.7732 1.1573 -0.38 -4.46 -1.62 -0.33
C -1.9294 -0.0019 -2.6501 -1.47 -0.98 -0.04 -0.13
H 3.3309 -3.3659 0.0812 0.10 -0.45 1.86 0.51
O -0.4478 3.6389 -3.3707 -1.85 -4.87 2.52 -0.83
H -2.6934 -0.6423 -3.3066 1.73 1.66 1.32 0.24
C 2.2483 -0.6758 0.7290 1.87 2.03 -0.28 0.60
C -0.7579 1.8766 -0.1006 0.65 0.17 0.75 -0.24
O -1.8434 1.3172 -3.3546 0.67 0.10 1.70 -0.69
F 1.3387 -0.1448 -1.5530 -1.03 -2.56 3.76 -0.33
H 0.3978 1.8587 -0.2745 -2.11 -0.31 0.03 0.24
O 1.5135 -3.9605 2.6160 6.57 5.68 -4.99 -0.45
S -0.6855 2.3157 -2.5919 1.14 3.49 -2.21 1.64
C -1.4761 0.4141 0.0485 -0.65 0.46 0.13 -0.35
H -1.0599 1.7632 2.6023 0.78 0.43 -0.62 -0.04
H -3.0315 -0.9671 -0.8844 1.01 2.30 -0.64 0.25
C -0.4676 -0.8588 0.2287 -3.71 -4.87 3.37 0.49

20
Properties=species:S:1:pos:R:3:forces:R:3:nbo_charge:R:1 method="wB97M-V/def2-TZVPD" smiles="C#CC1=[N+](C=C)[C@H](CI)C=C1" e_lumo_ha=-0.2121 e_homo_ev=-12.842 e_above_lowest_kj_mol=709.1 charge=+1
H -3.5592 1.1986 0.3897 -0.40 0.56 0.10 0.24
C 2.2534 0.3469 -0.7560 -12.52 -6.17 2.19 -0.08
H 0.7650 -1.5728 1.3775 -0.07 0.32 1.08 0.23
C 0.1851 -1.1496 -0.6300 -2.40 -1.24 0.22 -0.13
H -1.9396 2.0666 0.8888 -0.43 -0.25 0.04 0.22
C -2.4910 1.2464 0.4280 0.40 0.27 0.43 -0.31
N -0.5013 0.0540 -0.1739 7.96 3.05 -0.52 -0.31
H -0.5333 -1.5455 -1.4380 1.78 0.00 0.77 0.27
C -1.8969 0.1987 -0.1047 -0.34 0.45 -0.59 -0.07
C 0.6874 0.9152 -0.0659 -0.85 0.95 -1.23 0.27
C 1.6270 -0.9104 -0.9581 1.83 3.04 -1.36 -0.11
H 2.0456 -1.7452 -1.4790 0.71 -0.44 -0.04 0.24
H -2.5318 -0.4934 -0.6861 1.07 -0.19 0.54 0.26
H 1.0030 4.4165 0.6630 0.33 2.64 0.55 0.24
C 0.6705 3.4594 0.6509 0.28 -3.32 -1.17 -0.03
C 0.3018 -2.1120 0.5892 -2.17 0.36 -1.14 -0.48
H 0.9751 -2.7834 0.2140 1.56 -2.44 -0.22 0.21
C 0.7344 2.2965 0.2954 -1.51 -0.66 0.66 -0.07
I -1.5074 -3.2519 1.0875 0.98 0.80 -0.12 0.16
H 3.1067 0.8322 -0.8303 3.79 2.27 -0.18 0.24

22
Properties=species:S:1:pos:R:3:forces:R:3:nbo_charge:R:1 method="wB97M-V/def2-TZVPD" e_lumo_ha=0.1365 e_homo_ev=-5.077 e_above_lowest_kj_mol=0.0 charge=-1
H 0.0186 1.7436 -0.4055 0.83 0.88 0.48 0.22
C -1.8064 -0.4717 0.1678 2.93 -0.62 -0.80 -0.55
C 2.0809 0.9248 0.5060 0.51 2.26 -1.93 -0.42
C -2.4680 0.0648 -0.9454 -2.24 1.62 -2.39 0.33
C 1.0994 1.1305 1.5795 -1.55 -0.17 0.32 -0.42
H 2.5424 -0.0047 0.2376 -0.17 -0.50 0.59 0.29
C 0.5744 1.0175 0.1875 0.20 -1.25 -1.01 -0.33
C 0.6128 -1.7291 0.3039 0.85 0.43 0.19 0.76
N -2.9720 0.5890 -1.8623 0.83 -1.08 1.67 -0.39
H 2.6780 1.7682 0.0992 -0.53 -0.22 0.73 0.19
H -1.9005 -1.5166 0.3670 0.15 -0.91 -0.42 0.34
C 0.0609 -0.2832 -0.2462 -2.73 -3.46 -0.06 0.07
O -0.1827 -2.5967 0.6893 -0.51 0.39 0.05 -0.76
H 0.8632 2.1326 1.9636 0.62 -0.71 0.44 0.23
H -0.0378 -1.7246 -1.9985 -0.17 2.84 0.73 0.24
H 0.7600 0.2184 2.0971 0.57 0.89 0.54 0.24
O 1.8478 -1.8425 0.1631 -0.16 0.03 -0.07 -0.76
H -0.7457 0.0151 -2.3680 0.86 -0.74 1.09 0.23
C -2.0017 0.2551 1.3307 -0.09 1.12 0.27 0.33
N -2.0650 1.0688 2.1249 -0.30 0.83 1.63 -0.37
H 1.0207 -0.2153 -2.2551 -1.48 -0.61 1.28 0.23
C 0.0206 -0.5441 -1.7363 1.57 -1.01 -3.32 -0.68

Max |F|
In order: 3.7, 4.4, 5.1, 9.0, 3.7, 10.0, 14.1, 4.4
Unit: eV/A
Calculated total energy
In order: -498.1792, -573.3205, -745.6043, -54855.2973, -1068.4166, -2213.3965, -700.2828, -608.3052
Unit: a.u.